[1]
119
Properties=species:S:1:pos:R:3:forces:R:3:lowdin_spin:R:1 method="wB97M-V/def2-TZVPD" homo_lumo_gap_ev="7.2 / 7.2" multiplicity=2 s2=0.752 de_lowest_kcal_mol=11.1
Ti 0.7878 -0.0970 0.0214 -1.19 -0.01 0.61 0.9393
C 4.7265 0.4651 0.8925 0.05 -0.10 0.02 0.0005
C 3.8266 1.6700 1.1621 -0.09 0.06 0.04 0.0006
C 4.6614 2.8658 1.6161 0.07 -0.05 0.01 0.0000
C 2.7554 1.3497 2.1692 -0.03 0.07 -0.05 0.0040
C 2.7642 1.6326 3.5400 -0.08 -0.05 0.00 0.0007
C 1.5499 1.1706 4.0022 0.02 -0.02 0.00 0.0002
N 0.8630 0.6416 2.9785 0.01 0.02 -0.11 0.0036
N 1.6015 0.7571 1.8404 0.17 -0.03 0.13 0.0117
B -0.6161 0.1517 3.1058 -0.03 0.09 0.09 0.0008
N -0.8428 -1.2694 2.5662 0.12 -0.03 -0.11 0.0016
C -1.6167 -2.1492 3.2094 -0.01 0.02 0.00 0.0013
C -1.6150 -3.3241 2.5015 0.13 -0.03 0.08 0.0003
C -0.7574 -3.0938 1.4128 -0.07 0.04 -0.14 0.0011
N -0.3338 -1.8200 1.4273 0.14 0.24 -0.03 0.0006
C -0.4082 -4.2525 0.4957 -0.24 -0.04 -0.02 0.0001
C 0.3065 -5.3332 1.3157 0.11 -0.01 0.15 0.0001
C 0.3660 -4.0347 -0.8013 0.12 -0.20 -0.03 0.0003
N -1.6061 1.1237 2.4530 0.04 0.00 -0.05 0.0004
C -1.6563 2.4461 2.6870 -0.03 0.09 -0.05 0.0001
C -2.6845 2.9732 1.9410 0.01 -0.02 0.05 0.0001
C -3.2328 1.8621 1.2749 -0.08 -0.05 -0.03 0.0001
N -2.5799 0.7504 1.5896 0.05 -0.08 0.08 0.0001
C -4.4356 1.8586 0.3712 0.05 0.15 -0.05 0.0000
C -4.2729 0.9254 -0.8230 0.00 -0.11 0.01 0.0000
C -5.7018 1.5230 1.1599 -0.03 -0.08 0.06 0.0000
H 5.5527 0.7462 0.2367 -0.01 0.02 -0.02 0.0000
H 5.1496 0.0798 1.8246 0.00 0.03 0.00 0.0000
H 4.1779 -0.3436 0.4130 0.00 0.06 0.04 0.0003
H 3.3196 1.9346 0.2338 0.00 0.00 -0.04 0.0002
H 5.2699 2.6149 2.4895 -0.02 0.00 -0.01 0.0000
H 5.3434 3.1648 0.8182 -0.02 0.00 0.02 0.0000
H 4.0350 3.7184 1.8733 -0.07 0.07 -0.01 0.0000
H 3.5362 2.1255 4.1034 0.00 0.00 0.01 0.0002
H 1.1104 1.1915 4.9857 0.03 0.00 0.00 0.0001
H -0.7850 0.0983 4.3010 -0.08 -0.01 0.00 0.0000
H -2.1018 -1.8664 4.1285 -0.01 -0.02 -0.01 0.0001
H -2.1084 -4.2481 2.7509 -0.01 0.01 0.01 0.0000
H -1.3885 -4.6642 0.2260 0.04 0.02 -0.04 0.0000
H 1.2778 -4.9631 1.6642 -0.16 -0.05 -0.06 0.0000
H -0.2693 -5.6344 2.1903 0.01 -0.01 -0.02 0.0000
H 0.4814 -6.2168 0.6992 0.01 -0.01 -0.02 0.0000
H 1.4256 -4.2743 -0.6694 -0.17 0.02 0.02 0.0001
H -0.0086 -4.7095 -1.5730 -0.02 -0.01 0.03 0.0000
H 0.3076 -3.0338 -1.1890 -0.13 0.31 -0.12 0.0001
H -0.9530 2.9163 3.3573 -0.01 0.01 -0.01 0.0000
H -3.0016 4.0009 1.8780 0.01 0.00 0.01 0.0000
H -4.5366 2.8805 -0.0093 0.01 -0.01 0.00 0.0000
H -4.3110 -0.1139 -0.4862 0.00 0.06 0.01 0.0000
H -5.0890 1.0668 -1.5357 0.00 0.01 0.02 0.0000
H -3.3250 1.0923 -1.3387 -0.01 0.03 0.00 0.0000
H -5.6154 0.5237 1.5946 0.00 0.01 -0.01 0.0000
H -5.8595 2.2281 1.9774 0.01 0.00 -0.01 0.0000
H -6.5841 1.5390 0.5162 0.01 0.02 -0.02 0.0000
O 2.7976 -1.1209 -4.8527 0.02 0.04 0.03 0.0006
C 2.7202 0.2245 -4.7993 0.05 -0.07 -0.12 0.0009
C 2.8688 0.9213 -5.9997 -0.01 0.00 0.08 -0.0002
C 2.7931 2.2989 -6.0155 0.00 0.01 -0.04 0.0010
C 2.5602 3.0170 -4.8435 0.00 -0.03 0.00 -0.0001
C 2.4004 2.3309 -3.6586 -0.05 0.03 -0.01 0.0008
C 2.4854 0.9359 -3.6140 -0.08 0.07 0.08 0.0000
C 2.2800 0.2671 -2.3173 0.03 -0.16 -0.28 0.0074
O 1.9401 0.9604 -1.3005 0.01 0.08 0.03 0.0198
N 2.4535 -1.0399 -2.2515 0.04 0.00 0.38 -0.0001
N 2.2620 -1.4474 -0.9179 0.40 0.07 -0.69 -0.0012
C 3.0153 -2.4020 -0.5567 0.13 -0.31 0.30 0.0070
C 3.0458 -2.8615 0.8439 0.07 0.26 -0.48 0.0002
C 3.7847 -3.9702 1.2207 0.01 -0.08 0.30 0.0011
C 3.8060 -4.2971 2.5724 0.12 -0.07 -0.21 -0.0001
C 3.0965 -3.5135 3.4607 -0.11 0.12 0.17 0.0011
C 2.3868 -2.4162 2.9773 0.10 -0.13 -0.05 -0.0001
N 2.3730 -2.0939 1.6943 0.09 0.06 0.13 0.0011
H 2.7413 -1.4607 -3.9308 -0.01 -0.01 0.00 0.0000
H 3.0418 0.3500 -6.9017 0.01 0.01 -0.01 0.0000
H 2.9111 2.8239 -6.9555 0.00 0.00 0.01 0.0001
H 2.4942 4.0961 -4.8641 -0.01 0.00 0.00 0.0000
H 2.1855 2.8588 -2.7380 0.03 -0.02 -0.01 0.0000
H 3.6879 -2.8556 -1.2815 -0.01 0.00 -0.03 0.0001
H 4.3214 -4.5581 0.4886 0.00 0.01 -0.03 0.0000
H 4.3696 -5.1532 2.9189 0.00 0.00 0.01 0.0000
H 3.0913 -3.7340 4.5195 0.00 -0.01 -0.01 0.0001
H 1.8182 -1.7718 3.6373 -0.01 0.00 0.05 0.0000
N -8.6284 -4.8559 -0.9468 0.03 0.00 0.00 0.0000
C -7.6078 -4.3581 -1.1231 0.03 0.03 -0.02 0.0000
C -6.3295 -3.7331 -1.3436 -0.14 -0.07 0.08 0.0000
C -5.5060 -3.4395 -0.2600 0.09 0.05 0.02 0.0000
C -4.2762 -2.8423 -0.4633 -0.06 -0.10 -0.02 0.0000
C -3.8745 -2.5271 -1.7586 0.10 0.10 -0.07 0.0000
C -4.6911 -2.8194 -2.8429 -0.09 0.00 0.05 0.0000
C -5.9175 -3.4248 -2.6347 0.05 0.02 -0.06 0.0000
N -2.6249 -1.8961 -1.9705 -0.01 -0.01 -0.02 0.0000
C -1.9035 -1.7985 -3.1524 -0.03 -0.11 0.00 0.0003
C -0.7424 -1.1803 -2.8351 -0.04 0.06 -0.02 0.0024
N -0.7346 -0.8885 -1.4854 0.54 -0.14 -0.12 0.0062
C -1.8774 -1.3105 -1.0095 -0.05 0.11 0.12 0.0016
H -5.8248 -3.6818 0.7443 -0.02 -0.01 -0.01 0.0000
H -3.6382 -2.6397 0.3872 0.01 0.02 -0.02 0.0000
H -4.3876 -2.5577 -3.8457 0.00 0.01 0.00 0.0000
H -6.5611 -3.6489 -3.4739 -0.01 -0.01 0.01 0.0000
H -2.2627 -2.1900 -4.0856 0.02 -0.01 0.00 0.0001
H 0.0736 -0.9216 -3.4877 0.00 -0.02 0.05 0.0000
H -2.2127 -1.1406 0.0006 -0.04 0.00 0.01 0.0001
O -0.9731 2.1357 -2.0936 -0.04 0.01 0.02 -0.0021
C -0.4502 2.3532 -1.0242 0.01 -0.15 0.20 -0.0010
O -0.3077 1.4312 -0.0770 0.16 -0.01 -0.02 -0.0150
C 0.1029 3.6964 -0.6576 -0.01 0.01 -0.11 -0.0003
C 0.1051 4.6855 -1.6321 0.02 0.00 0.00 -0.0001
C 0.6238 5.9579 -1.3801 -0.04 -0.05 -0.02 0.0000
C 1.1205 6.1767 -0.1199 0.03 0.11 -0.03 0.0000
O 1.6665 7.3278 0.3800 -0.03 -0.06 0.03 0.0000
C 2.0443 7.0347 1.7265 -0.04 -0.06 -0.06 0.0000
O 1.6457 5.6972 2.0194 0.02 0.00 -0.05 0.0000
C 1.1126 5.1956 0.8545 0.03 -0.06 0.07 0.0000
C 0.6220 3.9392 0.6231 -0.03 0.06 -0.10 0.0000
H -0.3052 4.4405 -2.6028 0.00 0.01 0.01 0.0000
H 0.6256 6.7347 -2.1317 0.02 0.00 0.00 0.0000
H 1.5274 7.7215 2.3979 0.04 0.01 0.03 0.0000
H 3.1297 7.1179 1.8196 0.00 0.03 0.03 0.0000
H 0.6067 3.1735 1.3803 0.04 -0.07 0.05 0.0000



[2]
52
Properties=species:S:1:pos:R:3:forces:R:3:nbo_charge:R:1 method="wB97M-V/def2-TZVPD" homo_lumo_gap_ev=8.7 total_charge=+2 de_lowest_kcal_mol=16.8
Hf 0.1729 0.4030 0.7430 -1.12 0.53 0.91 2.1893
C 0.8965 2.0677 2.3591 0.28 0.14 0.17 -0.3587
C 1.4527 0.8403 2.7928 0.28 0.08 0.13 -0.3238
C 2.3954 0.4249 1.8320 0.18 0.09 0.00 -0.3493
C 2.4250 1.4029 0.7974 0.21 0.05 0.18 -0.3539
C 1.5126 2.4217 1.1385 0.40 0.17 0.19 -0.3235
H 0.2083 2.6783 2.9245 -0.16 -0.09 -0.06 0.2746
H 1.2501 0.3530 3.7338 -0.17 -0.12 -0.06 0.2861
H 3.0670 -0.4135 1.9249 -0.09 -0.12 -0.10 0.2811
H 3.1307 1.4361 -0.0190 -0.14 -0.12 -0.15 0.2826
H 1.3833 3.3503 0.6060 -0.18 -0.07 -0.14 0.2754
O -1.0460 1.7902 -0.0751 -0.54 0.55 -0.14 -1.0340
S -2.3546 2.2741 0.6951 -0.02 0.07 -0.28 1.2113
C -2.2235 4.0814 0.6968 -0.04 0.01 -0.12 -0.5653
C -3.5207 4.5781 0.0529 0.02 -0.05 -0.01 -0.4163
C -3.7885 3.6368 -1.1206 0.03 -0.03 0.08 -0.4186
C -3.6698 2.2238 -0.5510 0.06 0.02 -0.07 -0.5584
H -1.3504 4.2937 0.0753 -0.03 0.02 0.02 0.2579
H -2.0517 4.4173 1.7168 -0.01 0.01 0.01 0.2668
H -3.4056 5.6157 -0.2548 0.01 0.01 -0.02 0.2673
H -4.3401 4.5386 0.7734 0.01 0.01 -0.01 0.2330
H -3.0507 3.7879 -1.9099 0.00 0.01 0.00 0.2273
H -4.7759 3.7848 -1.5539 -0.01 0.00 0.01 0.2662
H -3.3917 1.4405 -1.2560 -0.04 0.00 0.02 0.2751
H -4.5605 1.9060 -0.0047 0.01 0.03 0.01 0.2688
F -3.3425 -1.1647 1.8979 0.19 0.14 -0.14 -0.4724
B -2.1129 -1.2568 1.4318 -0.03 -0.28 0.21 1.3943
F -1.1845 -0.1440 2.2043 0.22 -0.21 -0.05 -0.5765
F -1.4031 -2.3997 1.5741 -0.15 0.19 -0.05 -0.4988
F -1.8936 -0.6836 0.1272 0.23 -0.13 0.11 -0.5330
C 2.8836 -3.3699 1.6603 -0.03 -0.10 0.02 -0.6274
C 1.6781 -3.6883 0.7827 0.07 0.07 0.03 -0.6660
Sb 1.0339 -2.0486 -0.4003 0.68 -0.71 -0.63 0.9799
C -0.2960 -2.8891 -1.8243 0.05 -0.05 0.02 -0.6795
C 0.3931 -3.9670 -2.6584 -0.13 0.00 -0.04 -0.6336
C 2.6747 -1.4583 -1.6252 -0.05 0.07 -0.08 -0.7195
C 2.2231 -0.3124 -2.5367 0.10 -0.09 -0.04 -0.6111
H 3.1991 -4.2713 2.1857 0.01 0.01 0.00 0.2552
H 2.6471 -2.6257 2.4212 -0.02 0.00 0.02 0.2006
H 3.7396 -3.0210 1.0811 -0.01 0.01 -0.02 0.2153
H 0.8080 -3.9918 1.3608 0.00 -0.07 0.05 0.2535
H 1.8967 -4.4692 0.0548 0.02 -0.04 0.04 0.2474
H -0.6608 -2.0636 -2.4334 -0.05 -0.01 -0.07 0.2333
H -1.1375 -3.2778 -1.2537 -0.06 -0.05 -0.03 0.2487
H 1.2551 -3.5829 -3.2051 -0.02 0.02 0.01 0.2133
H -0.3100 -4.3561 -3.3961 0.03 -0.01 0.01 0.2515
H 0.7221 -4.8101 -2.0501 -0.01 0.03 0.00 0.2208
H 3.0142 -2.3139 -2.2068 0.02 0.00 0.01 0.2566
H 3.4961 -1.1635 -0.9726 0.01 0.02 0.01 0.2341
H 1.5424 -0.6566 -3.3157 0.00 -0.03 0.01 0.2308
H 3.0694 0.1674 -3.0286 0.01 -0.05 -0.02 0.2522
H 1.7001 0.4848 -1.9921 -0.03 0.07 0.10 0.1693



[3]
17
Properties=species:S:1:pos:R:3:forces:R:3:nbo_charge:R:1 method="wB97M-V/def2-TZVPD" homo_lumo_gap_ev=9.3 de_lowest_kcal_mol=189.3
C -0.4232 -1.6663 0.0006 3.27 0.69 -4.34 -0.4334
C 0.9392 -0.6698 0.4276 -2.12 1.37 -1.05 -0.0447
C 2.0867 0.0334 -0.2212 1.26 2.67 -0.69 -0.1777
N 0.8158 0.7806 -0.0518 1.05 -1.50 1.42 -0.5202
C -0.3649 1.7265 -0.0654 -1.25 0.98 0.85 -0.2107
C -1.3121 0.6131 0.4423 0.36 -1.17 2.80 0.0468
O -2.4737 0.0273 -0.0363 -1.89 0.02 -1.78 -0.4731
C -1.2270 -0.5170 -0.4776 -0.90 1.13 0.50 0.0360
H -0.3458 -2.4304 -0.8824 0.63 1.51 1.22 0.2120
H -0.5850 -2.3296 0.7668 -1.11 -0.61 2.46 0.2288
H 1.0635 -0.7760 1.4701 0.00 -0.07 1.21 0.1788
H 2.1989 -0.1875 -1.2767 0.71 -0.23 -0.02 0.1897
H 3.1882 0.4520 0.3156 -3.39 -1.50 -1.24 0.1856
H -0.8994 2.0113 -1.0794 1.85 -0.43 1.36 0.2043
H -0.3521 2.8363 0.6215 0.46 -3.52 -1.84 0.2054
H -1.3391 0.1941 1.5072 1.21 1.63 -0.98 0.1818
H -0.9700 -0.0979 -1.4610 -0.15 -0.99 0.12 0.1906



[4]
23
Properties=species:S:1:pos:R:3:forces:R:3:nbo_charge:R:1 method="wB97M-V/def2-TZVPD" homo_lumo_gap_ev=10.8 total_charge=+1 de_lowest_kcal_mol=21.9
C 2.1383 2.1286 0.7221 -0.30 0.70 -0.33 -0.6468
C 1.4603 0.7957 0.9129 0.14 -0.16 0.59 -0.2261
N 1.2259 0.0343 -0.3659 -0.30 1.16 -0.33 -0.5120
C 0.5766 0.7724 -1.5108 0.59 0.00 -0.67 -0.2305
C -0.9258 0.8679 -1.3694 0.13 0.76 0.46 -0.6558
H 2.1237 2.7109 1.6420 0.03 -0.31 0.23 0.2595
H 1.5781 2.7626 0.0251 0.24 -0.15 -0.01 0.2218
H 3.1796 2.0605 0.4102 -0.05 -0.12 -0.15 0.2309
H 2.0872 0.1515 1.5382 -0.22 -0.04 -0.12 0.2278
H 0.5040 0.9070 1.4216 -0.09 0.01 -0.18 0.2240
H 0.5943 -0.7583 -0.1920 0.64 -0.58 0.20 0.4747
H 2.1275 -0.2892 -0.6985 0.06 -0.41 0.04 0.4277
H 0.9094 0.2490 -2.4006 -0.39 -0.63 -0.10 0.2256
H 1.0658 1.7342 -1.6962 -0.24 -0.01 0.67 0.2317
H -1.1771 1.8313 -0.9137 -0.21 -0.34 0.17 0.2317
H -1.3764 0.8669 -2.3340 -0.24 0.13 -0.89 0.2556
H -1.4250 0.0491 -0.8540 0.31 -0.10 0.31 0.2335
H -5.7394 -2.5035 0.9029 -0.03 -0.03 0.01 0.4755
H -4.7738 -3.4298 1.6437 -0.09 0.02 -0.06 0.4714
O -4.8271 -2.8071 0.9112 0.15 0.02 0.05 -0.9466
H 0.7161 -3.3249 0.5103 -0.25 0.06 0.37 0.5083
H -0.2310 -2.2870 1.2620 0.00 -0.63 0.35 0.4939
O 0.1887 -2.5220 0.4328 0.12 0.66 -0.63 -0.9758



[5]
36
Properties=species:S:1:pos:R:3:forces:R:3:nbo_charge:R:1 method="wB97M-V/def2-TZVPD" homo_lumo_gap_ev="6.9 / 6.9" total_charge=+2
Pt 0.1488 -0.2192 -0.2287 -0.67 -0.07 0.88 1.2372
O 1.4270 -3.9532 -0.6423 -0.02 -0.02 0.01 -0.4313
C 0.7933 -2.9560 -0.6934 -0.03 0.09 -0.24 0.7302
O 1.3373 -1.7531 -0.3433 -0.06 -0.14 0.19 -0.6391
C -0.6327 -2.8441 -1.1448 0.06 0.06 0.01 0.0916
C -1.3649 -3.8994 -1.6289 -0.03 0.00 0.00 -0.1657
C -2.6791 -3.6581 -2.0211 0.01 0.01 0.01 -0.0765
C -3.2078 -2.3786 -1.9068 0.01 -0.02 0.01 -0.2053
C -2.4200 -1.3631 -1.3995 -0.02 -0.03 0.04 0.0733
N -1.1546 -1.6063 -1.0304 0.25 0.01 -0.46 -0.5063
H -0.9044 -4.8765 -1.6924 0.00 0.00 0.01 0.2836
H -3.2870 -4.4644 -2.4096 0.00 0.00 0.00 0.2666
H -4.2242 -2.1631 -2.2041 0.00 0.00 0.00 0.2703
H -2.7863 -0.3518 -1.2828 0.00 0.00 0.00 0.2369
C 0.5133 -0.7689 2.5650 0.05 0.00 0.06 -0.4386
N 0.9710 0.2785 1.6108 0.28 -0.06 -0.12 -0.3183
C 2.4684 0.2723 1.5568 0.04 0.02 0.04 -0.4317
C 0.4721 1.6249 2.0275 -0.04 0.08 0.05 -0.2683
C 0.4251 2.4370 0.7847 0.10 -0.05 0.04 -0.0262
C 0.3560 3.8078 0.6714 -0.11 0.01 -0.02 -0.2018
C 0.3587 4.3816 -0.6017 0.02 -0.02 0.00 -0.0398
C 0.4325 3.6137 -1.7715 -0.06 -0.01 0.01 -0.1977
C 0.5167 2.2416 -1.6834 -0.04 0.05 -0.04 -0.1940
C 0.4163 1.6714 -0.4032 0.21 0.03 -0.49 -0.0646
H 0.8795 -0.5075 3.5600 -0.01 0.00 0.00 0.2474
H 0.9334 -1.7269 2.2711 0.00 -0.01 0.00 0.2491
H -0.5736 -0.8085 2.5783 -0.01 0.00 0.00 0.2296
H 2.8417 0.4708 2.5620 0.01 -0.03 -0.01 0.2326
H 2.8102 1.0446 0.8726 0.01 0.02 0.02 0.2302
H 2.8072 -0.7021 1.2186 0.00 0.01 -0.02 0.2604
H 1.1218 2.0342 2.8026 0.02 -0.01 -0.01 0.2585
H -0.5260 1.5007 2.4496 0.00 0.04 0.02 0.2545
H 0.3214 4.4359 1.5521 -0.01 0.00 0.00 0.2624
H 0.3349 5.4608 -0.6873 0.01 0.00 0.00 0.2612
H 0.4546 4.0987 -2.7376 -0.01 0.00 0.00 0.2673
H 0.6192 1.6262 -2.5702 0.06 0.00 0.01 0.2622



Please write out number 3 again, unchanged.
17
Properties=species:S:1:pos:R:3:forces:R:3:nbo_charge:R:1 method="wB97M-V/def2-TZVPD" homo_lumo_gap_ev=9.3 de_lowest_kcal_mol=189.3
C -0.4232 -1.6663 0.0006 3.27 0.69 -4.34 -0.4334
C 0.9392 -0.6698 0.4276 -2.12 1.37 -1.05 -0.0447
C 2.0867 0.0334 -0.2212 1.26 2.67 -0.69 -0.1777
N 0.8158 0.7806 -0.0518 1.05 -1.50 1.42 -0.5202
C -0.3649 1.7265 -0.0654 -1.25 0.98 0.85 -0.2107
C -1.3121 0.6131 0.4423 0.36 -1.17 2.80 0.0468
O -2.4737 0.0273 -0.0363 -1.89 0.02 -1.78 -0.4731
C -1.2270 -0.5170 -0.4776 -0.90 1.13 0.50 0.0360
H -0.3458 -2.4304 -0.8824 0.63 1.51 1.22 0.2120
H -0.5850 -2.3296 0.7668 -1.11 -0.61 2.46 0.2288
H 1.0635 -0.7760 1.4701 0.00 -0.07 1.21 0.1788
H 2.1989 -0.1875 -1.2767 0.71 -0.23 -0.02 0.1897
H 3.1882 0.4520 0.3156 -3.39 -1.50 -1.24 0.1856
H -0.8994 2.0113 -1.0794 1.85 -0.43 1.36 0.2043
H -0.3521 2.8363 0.6215 0.46 -3.52 -1.84 0.2054
H -1.3391 0.1941 1.5072 1.21 1.63 -0.98 0.1818
H -0.9700 -0.0979 -1.4610 -0.15 -0.99 0.12 0.1906